(1)
Entry from the OMol25 dataset: C3H5N3S in the gas phase at a distorted geometry (wB97M-V/def2-TZVPD).

```
12
Properties=species:S:1:pos:R:3:mulliken_charge:R:1
C -2.25538 1.63640 0.52239 -0.837
C -1.09445 0.90878 0.03987 0.649
N -1.11431 0.59527 -1.24258 -0.690
N 0.04794 -0.22517 -1.15517 0.182
C 0.62635 -0.28721 -0.08246 0.439
S 1.88413 -1.38823 0.40765 -0.310
N -0.08689 0.44181 0.76722 -0.638
H -3.18021 1.17036 0.30706 0.312
H -2.29525 1.57946 1.71162 0.239
H -2.07116 2.72308 0.08556 0.209
H 0.09731 -1.05756 -1.80876 0.277
H 1.71691 -1.43499 1.71713 0.170
```

Computed properties:
M: 115.2 u
E_HOMO: -9.35 eV
Kohn-Sham gap: 9.99 eV


(2)
Entry from the OMol25 dataset: a 2-piece molecular cluster, C3H5N3S2 overall at a distorted geometry (wB97M-V/def2-TZVPD).

```
13
Properties=species:S:1:pos:R:3:mulliken_charge:R:1
C 1.01518 0.99686 1.55292 -0.297
C -1.95067 -0.67244 -0.08477 0.385
C 1.89222 1.15181 0.31055 -0.439
N 0.12990 0.06043 1.57150 -0.331
N 0.22265 -0.80396 0.55795 -0.312
N -2.43872 -0.72269 1.07127 -0.278
S -1.89137 -0.40253 -1.71153 -0.232
S 1.19030 -0.28104 -0.68586 -0.022
H 0.87657 1.72774 2.29354 0.419
H 1.79233 2.02457 -0.32041 0.288
H 2.97289 0.85266 0.37042 0.261
H -1.87117 -0.57351 1.86597 0.290
H -3.49726 -0.79052 1.20153 0.268
```

Computed properties:
M: 147.2 u
E_HOMO (spin up / spin down): -6.93 / -6.92 eV
Kohn-Sham gap (spin up / spin down): 6.77 / 6.74 eV


(3)
Entry from the OMol25 dataset: an isolated ion of composition C3H5N4O2 and charge +1 (wB97M-V/def2-TZVPD).

```
14
Properties=species:S:1:pos:R:3:mulliken_charge:R:1
O 3.13096 -0.56539 -0.12043 -0.415
C 2.03276 -0.13389 -0.06477 0.476
O 1.71958 1.17178 0.17459 -0.456
C 0.80342 -1.02016 -0.28859 -0.624
C -0.44102 -0.22319 -0.39528 0.719
N -0.84502 0.53470 -1.41692 -0.146
N -1.97970 1.09794 -1.08985 -0.321
N -2.29444 0.70583 0.10047 0.240
N -1.36273 -0.12983 0.57118 -0.035
H 2.06548 1.43989 1.03897 0.364
H 0.73794 -1.67298 0.58126 0.310
H 0.94761 -1.61764 -1.18451 0.337
H -3.12251 0.98957 0.61454 0.268
H -1.39234 -0.57662 1.47934 0.282
```

Computed properties:
M: 129.1 u
Charge: +1
E_HOMO: -14.87 eV
Kohn-Sham gap: 9.70 eV


(4)
Entry from the OMol25 dataset: an isolated ion of composition C3H5N4S3 and charge +1 at a distorted geometry (wB97M-V/def2-TZVPD).

```
15
Properties=species:S:1:pos:R:3:mulliken_charge:R:1
S -0.50493 -3.12906 0.39690 -0.116
N -0.51481 -1.65687 -0.36343 0.265
N -1.63757 -1.05811 -0.80682 -0.467
C -1.49648 0.06883 -1.36269 -0.115
S 0.14618 0.74030 -1.19332 -0.172
C 0.70250 -0.74488 -0.27980 0.018
N 1.09861 -0.55666 1.10241 -0.292
N 0.68479 0.40616 1.78437 0.513
C 0.47541 1.79864 1.55772 -0.568
S 0.55159 1.01742 3.27336 0.156
H -0.73377 -3.87306 -0.72543 0.176
H -2.30188 0.44004 -1.96237 0.473
H 1.52152 -1.22627 -0.95030 0.400
H -0.47751 2.27559 1.17909 0.380
H 1.27505 2.46396 1.16052 0.348
```

Computed properties:
M: 193.3 u
Charge: +1
E_HOMO: -12.33 eV
Kohn-Sham gap: 6.06 eV